C5H12O | ωB97M-V with the def2-TZVPD basis set

## Properties
gap between HOMO and LUMO = 10.7 eV
energy relative to the best compared isomer or geometry (same formula, charge and spin) = 69.56 kcal/mol
LUMO energy = 1.02 eV
calculated total energy = -272.837808 a.u.
SMILES = CCCCOC

Geometry (Å):
C 1.75 0.51 0.90
C 0.72 0.64 -0.20
C 0.57 -0.48 -1.21
C -0.92 -0.75 -1.37
O -1.60 -0.87 -0.11
C -1.61 0.04 1.16
H 1.74 -0.51 1.32
H 1.54 1.21 1.71
H 2.76 0.71 0.54
H 0.68 1.63 -0.65
H -0.22 0.58 0.31
H 1.00 -0.22 -2.18
H 1.06 -1.40 -0.85
H -1.38 -0.01 -2.04
H -1.02 -1.72 -1.90
H -1.72 -0.76 1.87
H -2.47 0.68 1.00
H -0.88 0.73 1.69